No. 1
C26H21N5NaO2 | ωB97M-V with the def2-TZVPD basis set

Geometry (Å):
Na: 0.46371 -0.29393 0.31711
O: -2.02374 -3.84272 0.05067
C: -1.19000 -2.97266 0.38215
N: -0.16537 -2.44524 -0.25473
C: 0.25472 -2.89755 -1.50967
C: -0.12555 -4.12201 -2.07700
C: 0.37210 -4.54031 -3.30464
C: 1.26091 -3.73835 -4.00103
C: 1.64117 -2.51465 -3.46899
C: 1.15699 -2.06783 -2.23818
N: 1.56234 -0.85592 -1.65840
C: 1.81695 0.19904 -2.39741
O: 1.69915 0.39152 -3.63323
C: 2.30616 1.40242 -1.59150
C: 2.98590 2.41447 -2.26900
C: 3.45156 3.50816 -1.56606
C: 3.20666 3.58152 -0.20051
C: 2.49979 2.54711 0.38702
N: 2.06349 1.47871 -0.27817
C: -1.36801 -2.41227 1.79915
C: -2.25559 -3.06956 2.65344
C: -2.39906 -2.63042 3.95441
C: -1.66287 -1.53062 4.37690
C: -0.82827 -0.91969 3.45828
N: -0.67658 -1.33949 2.20274
H: -0.82924 -4.73478 -1.53610
H: 0.05642 -5.49469 -3.71174
H: 1.65328 -4.05425 -4.96153
H: 2.31240 -1.86698 -4.01474
H: 3.11668 2.30344 -3.33566
H: 3.99439 4.29792 -2.07186
H: 3.54429 4.41915 0.39566
H: 2.26179 2.58159 1.44555
H: -2.79925 -3.91255 2.25286
H: -3.07410 -3.13686 4.63432
H: -1.73299 -1.14853 5.38708
H: -0.26007 -0.03946 3.74224
C: -0.28918 4.20600 1.96784
C: -1.12824 3.50188 1.10833
C: -2.00280 2.55374 1.61935
C: -2.02166 2.30026 2.98626
C: -1.18448 2.99761 3.84781
C: -0.31779 3.95599 3.33603
H: 0.40005 4.93933 1.56706
H: -1.08904 3.66256 0.03886
H: -2.62771 1.99208 0.94077
H: -2.68403 1.53929 3.38065
H: -1.19295 2.78919 4.91073
H: 0.34355 4.50044 3.99926
C: -1.39015 -0.51217 -3.26241
C: -1.47257 0.24683 -2.02603
N: -1.53815 0.86448 -1.05859
H: -0.41702 -0.32892 -3.72824
H: -2.18090 -0.17716 -3.93502
H: -1.49708 -1.57518 -3.05204

Results
- lowest unoccupied orbital energy (eV) = 2.092
- calculated total energy (a.u.) = -1590.1104
- relative energy (zero: lowest compared OMol25 entry of this formula, charge and spin) (kcal per mole) = 1.91
- charge = -1
- Kohn-Sham gap (eV) = 5.701
- molar mass (u) = 458.48

No. 2
C15H14BClO3 | ωB97M-V with the def2-TZVPD basis set

Geometry (Å):
Cl: 2.03789 1.31703 3.52502
C: 1.04959 1.67680 2.20406
C: 0.09350 2.66464 2.28483
C: -0.58624 3.09301 1.15502
C: -0.20697 2.60473 -0.07824
C: 0.70153 1.58731 -0.17769
C: 1.38009 1.09680 0.92921
O: 2.32977 0.08625 0.77272
C: 2.28056 -0.98217 1.71620
C: 0.99933 -1.82612 1.67184
C: -0.27179 -1.09036 2.19050
O: -1.07037 -0.78855 1.06860
B: -0.37070 -1.43278 0.03546
C: -0.87223 -1.33678 -1.43335
C: -2.13993 -0.86274 -1.70933
C: -2.45891 -0.47427 -2.98686
C: -1.50634 -0.54368 -3.96892
C: -0.24021 -1.02269 -3.69962
C: 0.07008 -1.46630 -2.42667
O: 0.75694 -2.17752 0.35540
H: -0.20904 3.06078 3.24395
H: -1.35798 3.80746 1.23458
H: -0.70003 2.92917 -0.93376
H: 0.92888 1.15896 -1.15887
H: 2.46171 -0.60603 2.70678
H: 3.08066 -1.62276 1.41500
H: 1.16733 -2.76353 2.22639
H: -0.90786 -1.74166 2.83069
H: 0.01611 -0.17738 2.73298
H: -2.84247 -0.81742 -0.88734
H: -3.44481 -0.12640 -3.21743
H: -1.73633 -0.26790 -4.97286
H: 0.50120 -1.15010 -4.48528
H: 1.06703 -1.80583 -2.16304

Results
- SMILES string = Clc1ccccc1OC[C@H]1COB(c2ccccc2)O1
- lowest unoccupied orbital energy (eV) = 0.695
- calculated total energy (a.u.) = -1290.8165
- relative energy (zero: lowest compared OMol25 entry of this formula, charge and spin) (kcal per mole) = 11.56
- Kohn-Sham gap (eV) = 9.552
- molar mass (u) = 288.54